[1]
{"formula": "C4H12", "method": "wB97M-V/def2-TZVPD", "molar_mass_g_mol": 60.14, "max_force_ha_per_bohr": 0.15429, "orbital_gap_ev": 12.158, "e_tot_ha": -159.5172, "charge": 0, "de_lowest_kcal_mol": 42.5, "smiles": "CC.CC", "elements": ["C", "C", "H", "H", "H", "H", "H", "H", "C", "C", "H", "H", "H", "H", "H", "H"], "coordinates": [[1.2513, 1.0282, 1.6609], [2.6140, 0.7906, 0.7768], [0.3848, 1.3577, 1.1524], [0.9106, 0.0482, 2.0698], [1.4657, 1.7478, 2.4319], [2.8189, -0.2823, 0.5227], [3.2872, 1.1498, 1.6031], [2.6133, 1.2116, -0.1384], [-1.3876, -1.1162, -1.7206], [-2.4665, -0.6497, -0.7225], [-1.1880, -0.3361, -2.5162], [-0.5214, -1.1400, -1.1079], [-1.4334, -1.9820, -2.2386], [-2.2345, 0.2141, -0.1939], [-3.4565, -0.6240, -1.4241], [-2.7143, -1.6826, -0.1285]], "lowdin_charge": [-0.138, -0.117, 0.019, 0.064, 0.040, 0.065, 0.070, -0.004, -0.196, -0.167, 0.084, 0.036, 0.017, 0.016, 0.101, 0.109]}



[2]
{"formula": "C4H12", "method": "wB97M-V/def2-TZVPD", "molar_mass_g_mol": 60.14, "max_force_ha_per_bohr": 0.03718, "orbital_gap_ev": 12.591, "e_tot_ha": -159.5704, "charge": 0, "de_lowest_kcal_mol": 9.2, "smiles": "CC.CC", "elements": ["C", "C", "H", "H", "H", "H", "H", "H", "C", "C", "H", "H", "H", "H", "H", "H"], "coordinates": [[-1.4021, 0.6578, 1.0433], [-0.8323, 1.6275, 2.0610], [-2.2625, 0.1521, 1.4884], [-1.5885, 1.0144, 0.0360], [-0.7093, -0.1880, 0.9636], [-1.2288, 1.4999, 3.0751], [-0.9074, 2.7007, 1.9083], [0.2350, 1.4901, 2.2749], [1.7577, -0.8017, -1.4613], [0.4317, -1.4364, -1.7947], [2.6090, -1.2766, -1.8864], [1.7336, 0.2624, -1.7136], [1.9539, -0.7361, -0.3842], [0.2669, -1.4966, -2.8669], [0.3665, -2.4720, -1.4595], [-0.4235, -0.9976, -1.2840]], "lowdin_charge": [-0.168, -0.181, 0.063, 0.062, 0.051, 0.061, 0.056, 0.059, -0.172, -0.174, 0.049, 0.065, 0.062, 0.063, 0.062, 0.041]}



[3]
{"formula": "C4H12", "method": "wB97M-V/def2-TZVPD", "molar_mass_g_mol": 60.14, "max_force_ha_per_bohr": 0.03528, "orbital_gap_ev": 12.687, "e_tot_ha": -159.5736, "charge": 0, "de_lowest_kcal_mol": 7.2, "smiles": "CC.CC", "elements": ["C", "C", "H", "H", "H", "H", "H", "H", "C", "C", "H", "H", "H", "H", "H", "H"], "coordinates": [[-2.0028, -0.8259, -0.6662], [-1.7013, -1.9871, 0.2373], [-1.8541, -0.9298, -1.7447], [-2.9820, -0.4027, -0.5230], [-1.3895, 0.0649, -0.5142], [-1.5977, -1.6917, 1.2823], [-0.7204, -2.4424, 0.0721], [-2.4277, -2.7791, 0.0902], [2.1891, 1.8457, 0.6653], [1.4901, 0.8819, -0.2934], [3.2462, 1.9851, 0.4439], [1.7297, 2.8313, 0.7297], [2.0992, 1.5129, 1.6995], [1.8797, 0.9984, -1.2998], [1.6191, -0.1419, 0.0576], [0.4223, 1.0802, -0.2367]], "lowdin_charge": [-0.180, -0.167, 0.070, 0.056, 0.031, 0.065, 0.061, 0.060, -0.176, -0.160, 0.059, 0.058, 0.058, 0.064, 0.063, 0.038]}



[4]
{"formula": "C4H12", "method": "wB97M-V/def2-TZVPD", "molar_mass_g_mol": 60.14, "max_force_ha_per_bohr": 0.03345, "orbital_gap_ev": 12.805, "e_tot_ha": -159.5721, "charge": 0, "de_lowest_kcal_mol": 8.1, "smiles": "CC.CC", "elements": ["C", "C", "H", "H", "H", "H", "H", "H", "C", "C", "H", "H", "H", "H", "H", "H"], "coordinates": [[2.4968, -1.3216, 0.5160], [1.3787, -0.9872, -0.4663], [2.5609, -2.3121, 0.9467], [3.4411, -1.1312, -0.0002], [2.5089, -0.5456, 1.2853], [1.1325, -1.8193, -1.1310], [1.6974, -0.2451, -1.2013], [0.5044, -0.6601, 0.0887], [-1.8409, 1.6003, 0.5584], [-2.1189, 0.6385, -0.6187], [-1.9892, 2.6426, 0.2585], [-2.4788, 1.2989, 1.3860], [-0.8041, 1.6077, 0.8952], [-1.6229, -0.2867, -0.3365], [-1.6688, 0.9790, -1.5463], [-3.1970, 0.5419, -0.6344]], "lowdin_charge": [-0.169, -0.170, 0.059, 0.058, 0.061, 0.065, 0.067, 0.035, -0.174, -0.161, 0.060, 0.060, 0.049, 0.038, 0.062, 0.059]}



[5]
{"formula": "C4H12", "method": "wB97M-V/def2-TZVPD", "molar_mass_g_mol": 60.14, "max_force_ha_per_bohr": 0.02518, "orbital_gap_ev": 12.702, "e_tot_ha": -159.5764, "charge": 0, "de_lowest_kcal_mol": 5.4, "smiles": "CC.CC", "elements": ["C", "C", "H", "H", "H", "H", "H", "H", "C", "C", "H", "H", "H", "H", "H", "H"], "coordinates": [[0.6755, 1.0634, 1.5745], [-0.4410, 1.8655, 2.2601], [0.2456, 0.2255, 1.0257], [1.0726, 1.6286, 0.7218], [1.4456, 0.7212, 2.2558], [-0.6322, 1.4966, 3.2704], [-1.3807, 1.7577, 1.7230], [-0.1981, 2.9217, 2.2824], [-0.5218, -1.0477, -1.3763], [0.3271, -1.8538, -2.3658], [-1.5678, -1.3551, -1.4581], [-0.2001, -1.2278, -0.3567], [-0.4713, 0.0172, -1.5973], [0.7667, -2.7536, -1.9365], [1.1500, -1.2760, -2.8040], [-0.2702, -2.1833, -3.2190]], "lowdin_charge": [-0.162, -0.163, 0.021, 0.066, 0.061, 0.060, 0.057, 0.055, -0.168, -0.171, 0.064, 0.039, 0.063, 0.058, 0.061, 0.058]}



[6]
{"formula": "C4H12", "method": "wB97M-V/def2-TZVPD", "molar_mass_g_mol": 60.14, "max_force_ha_per_bohr": 0.01822, "orbital_gap_ev": 12.974, "e_tot_ha": -159.5760, "charge": 0, "de_lowest_kcal_mol": 5.7, "smiles": "CC.CC", "elements": ["C", "C", "H", "H", "H", "H", "H", "H", "C", "C", "H", "H", "H", "H", "H", "H"], "coordinates": [[0.1722, -1.8817, -2.0892], [0.8074, -0.5336, -1.7210], [-0.4282, -1.8270, -2.9892], [0.9354, -2.6458, -2.2009], [-0.3805, -2.2550, -1.2301], [0.8077, 0.1837, -2.5445], [1.8690, -0.6085, -1.5167], [0.2996, -0.0680, -0.8863], [-0.0735, 0.6820, 2.2711], [-0.9559, 1.7147, 1.5230], [0.0035, -0.2477, 1.7017], [0.9296, 1.0753, 2.4066], [-0.5079, 0.4726, 3.2392], [-0.5841, 2.7095, 1.7515], [-1.9922, 1.6332, 1.8416], [-0.9022, 1.5963, 0.4431]], "lowdin_charge": [-0.158, -0.161, 0.059, 0.055, 0.057, 0.061, 0.058, 0.031, -0.161, -0.160, 0.050, 0.057, 0.054, 0.056, 0.058, 0.043]}



[7]
{"formula": "C4H12", "method": "wB97M-V/def2-TZVPD", "molar_mass_g_mol": 60.14, "max_force_ha_per_bohr": 0.07179, "orbital_gap_ev": 12.300, "e_tot_ha": -159.5428, "charge": 0, "de_lowest_kcal_mol": 26.5, "smiles": "CC.CC", "elements": ["C", "C", "H", "H", "H", "H", "H", "H", "C", "C", "H", "H", "H", "H", "H", "H"], "coordinates": [[0.8147, 0.8807, 1.1534], [1.8408, 1.5439, 2.0073], [1.1529, 0.4604, 0.1282], [0.4197, -0.0310, 1.5226], [-0.0460, 1.5982, 0.9768], [1.2077, 1.9659, 2.8192], [2.3486, 2.2980, 1.5330], [2.6099, 0.8437, 2.3391], [-0.6264, -1.1516, -1.8913], [-2.0318, -1.2716, -1.3013], [-0.4339, -1.4707, -2.9542], [-0.4494, 0.0177, -1.7793], [0.0924, -1.6705, -1.1686], [-1.9102, -1.6341, -0.2039], [-2.4775, -2.0245, -1.9421], [-2.5116, -0.3546, -1.2387]], "lowdin_charge": [-0.209, -0.176, 0.077, 0.038, 0.086, 0.083, 0.029, 0.071, -0.205, -0.191, 0.068, 0.085, 0.069, 0.095, 0.055, 0.025]}



[8]
{"formula": "C4H12", "method": "wB97M-V/def2-TZVPD", "molar_mass_g_mol": 60.14, "max_force_ha_per_bohr": 0.02549, "orbital_gap_ev": 12.993, "e_tot_ha": -159.5816, "charge": 0, "de_lowest_kcal_mol": 2.1, "smiles": "CC.CC", "elements": ["C", "C", "H", "H", "H", "H", "H", "H", "C", "C", "H", "H", "H", "H", "H", "H"], "coordinates": [[-0.0102, -1.3895, -0.7757], [-0.5605, -2.5793, -1.5790], [0.7562, -1.7698, -0.1132], [0.4116, -0.6749, -1.4793], [-0.8225, -0.9161, -0.2391], [0.1995, -2.9815, -2.2555], [-0.8904, -3.3862, -0.9280], [-1.4084, -2.3065, -2.2071], [0.5507, 1.3241, 1.4702], [-0.0087, 2.6465, 0.9068], [1.2686, 0.8866, 0.7724], [1.0551, 1.5716, 2.3957], [-0.2784, 0.6513, 1.6435], [-0.6079, 3.1355, 1.6802], [-0.6725, 2.5278, 0.0498], [0.7892, 3.3426, 0.6597]], "lowdin_charge": [-0.177, -0.176, 0.062, 0.064, 0.052, 0.061, 0.058, 0.058, -0.168, -0.170, 0.056, 0.057, 0.051, 0.059, 0.057, 0.057]}



[9]
{"formula": "C4H12", "method": "wB97M-V/def2-TZVPD", "molar_mass_g_mol": 60.14, "max_force_ha_per_bohr": 0.02360, "orbital_gap_ev": [13.292, 4.170], "s_squared": 0.753, "e_tot_ha": -159.1558, "spin_multiplicity": 2, "charge": 1, "de_lowest_kcal_mol": 8.8, "elements": ["C", "C", "H", "H", "H", "H", "H", "H", "C", "C", "H", "H", "H", "H", "H", "H"], "coordinates": [[-0.6124, -2.3446, 0.9094], [0.6457, -1.6495, 0.6132], [-0.9346, -2.2912, 1.9571], [-1.3994, -1.8247, 0.3102], [-0.5750, -3.3840, 0.5930], [0.7681, -1.3718, -0.4953], [1.5160, -2.3456, 0.5866], [0.7427, -0.7153, 1.1630], [0.0225, 1.2771, -0.4623], [-0.0777, 2.7068, -0.9448], [0.0618, 1.2568, 0.6207], [-0.7431, 0.6345, -0.8976], [0.9529, 0.8160, -0.9092], [-0.8569, 3.1647, -0.3138], [0.8153, 3.3055, -0.7318], [-0.3259, 2.7652, -1.9984]], "mulliken_spin": [0.072, 0.175, 0.050, 0.128, 0.000, 0.166, 0.121, 0.000, 0.060, 0.050, -0.002, 0.012, 0.104, 0.050, 0.016, -0.003]}



[10]
{"formula": "C4H12", "method": "wB97M-V/def2-TZVPD", "molar_mass_g_mol": 60.14, "max_force_ha_per_bohr": 0.03434, "orbital_gap_ev": [13.916, 5.001], "s_squared": 0.754, "e_tot_ha": -159.1581, "spin_multiplicity": 2, "charge": 1, "de_lowest_kcal_mol": 7.4, "elements": ["C", "C", "H", "H", "H", "H", "H", "H", "C", "C", "H", "H", "H", "H", "H", "H"], "coordinates": [[-1.4280, -1.3765, -0.4070], [-0.9502, -1.2009, 0.9874], [-0.7694, -1.9334, -1.0970], [-2.2375, -2.1445, -0.2872], [-1.7353, -0.4540, -0.9048], [-0.6717, -2.1502, 1.4472], [-1.6639, -0.7009, 1.6589], [-0.0456, -0.4900, 0.9321], [0.5301, 1.5126, -0.0123], [1.8479, 1.1357, -0.5974], [0.3806, 1.0941, 1.0434], [0.3241, 2.5792, -0.0243], [-0.3049, 1.0267, -0.5460], [2.3140, 1.9786, -1.1181], [2.6072, 0.8732, 0.1714], [1.8026, 0.2504, -1.2461]], "mulliken_spin": [0.098, 0.171, 0.033, 0.141, -0.006, 0.003, 0.020, 0.146, 0.112, 0.045, 0.124, 0.020, 0.011, 0.029, 0.048, 0.004]}